1.
Molecular formula: C27H21CuN3O3PS
Method: DFT, wB97M-V/def2-TZVPD

Properties
F_max	0.42	eV/Å
total charge	-1
relative energy (zero: lowest compared OMol25 entry of this formula, charge and spin)	0.0	kJ/mol
2S+1	2

Cartesian coordinates (Å):
1 Cu 0.06716 0.26042 0.54244
2 N 3.27757 -2.29547 2.00000
3 C 2.14240 -1.63469 1.57633
4 S 2.35993 -0.07707 0.85167
5 N 1.02213 -2.24207 1.82360
6 N -0.09327 -1.51519 1.43681
7 C -1.19973 -2.11785 1.65696
8 C -2.53018 -1.62806 1.35552
9 C -3.61254 -2.41220 1.78210
10 C -4.92115 -2.05443 1.54559
11 C -5.16500 -0.86334 0.84743
12 C -4.12623 -0.07401 0.41204
13 C -2.76978 -0.42167 0.64551
14 O -1.83634 0.35124 0.19295
15 H 4.13221 -2.01477 1.55334
16 H 3.15916 -3.27879 2.17865
17 H -1.12634 -3.09864 2.12829
18 H -3.39339 -3.33099 2.31771
19 H -5.73774 -2.67543 1.89123
20 H -6.18608 -0.55795 0.64849
21 H -4.31001 0.85292 -0.11968
22 O 1.81518 3.77972 0.65498
23 C 0.98520 3.04453 0.13084
24 O 0.24123 2.19968 0.73494
25 C 0.71150 3.32214 -1.36022
26 C 0.73628 4.68345 -1.69283
27 C 0.50778 5.12566 -2.98120
28 C 0.27858 4.20030 -3.99333
29 C 0.27071 2.85364 -3.68676
30 C 0.47033 2.38982 -2.37888
31 P 0.46220 0.56583 -2.08367
32 C -0.71481 -0.00946 -3.37751
33 C -0.35218 -0.49441 -4.63366
34 C -1.32101 -0.92083 -5.53435
35 C -2.66566 -0.86875 -5.19090
36 C -3.03629 -0.39616 -3.93792
37 C -2.06901 0.02196 -3.03436
38 C 2.07678 0.05500 -2.77899
39 C 2.30783 -1.31266 -2.94631
40 C 3.53677 -1.77664 -3.38559
41 C 4.56790 -0.87782 -3.64261
42 C 4.35467 0.47963 -3.45973
43 C 3.11466 0.94493 -3.03395
44 H 0.95615 5.38217 -0.89731
45 H 0.51528 6.18689 -3.20106
46 H 0.11044 4.52529 -5.01369
47 H 0.10131 2.13864 -4.48225
48 H 0.69391 -0.54160 -4.91445
49 H -1.02183 -1.29301 -6.50746
50 H -3.41931 -1.20615 -5.89278
51 H -4.08196 -0.36626 -3.65557
52 H -2.34975 0.36964 -2.04445
53 H 1.51529 -2.01856 -2.71733
54 H 3.69883 -2.84060 -3.51125
55 H 5.53387 -1.23808 -3.97574
56 H 5.15710 1.18427 -3.64393
57 H 2.96125 2.00697 -2.88616

---

2.
Molecular formula: C20H21ClN3O2
Method: DFT, wB97M-V/def2-TZVPD

Properties
F_max	5.08	eV/Å
total charge	+1
SMILES string	Nc1ccc2c3c(cccc13)C(=O)N([C@@H]1C[N@+]3(CCl)CC[C@H]1CC3)C2=O
relative energy (zero: lowest compared OMol25 entry of this formula, charge and spin)	253.1	kJ/mol
2S+1	1

Cartesian coordinates (Å):
1 O -2.32474 -1.05174 -1.10935
2 O 0.97984 0.64907 1.16995
3 Cl 3.55902 2.98227 -1.11405
4 C -1.42796 -1.18827 -0.31462
5 C 0.30300 -0.27699 0.87303
6 C -1.84882 -4.86298 0.51765
7 C -2.09572 -3.58405 -0.04801
8 C 1.39056 -1.60290 2.65655
9 C 1.51469 -2.80112 3.32447
10 C -0.75447 -5.02218 1.38717
11 C -1.30405 -2.48705 0.26351
12 C 0.51814 -1.51875 1.59457
13 C 0.74217 -3.91015 3.01421
14 C -0.32820 -2.62540 1.25017
15 C -0.05014 -3.88768 1.87663
16 N 1.07104 -5.10944 3.73036
17 N -0.62781 -0.02989 -0.15697
18 C -1.60212 3.20393 -2.15853
19 C -0.69897 3.32014 0.20792
20 C -1.42342 2.36866 -0.87017
21 C 2.25355 3.47802 -2.36893
22 C -0.17389 3.55985 -2.71554
23 C 0.68884 3.52873 -0.42806
24 C 0.74805 1.50094 -1.71912
25 C -0.62886 1.12838 -1.17083
26 N 0.88517 2.98792 -1.87930
27 H -2.48830 -5.77035 0.32652
28 H -2.88154 -3.60696 -0.82590
29 H 1.86810 -0.73697 3.15116
30 H 2.33282 -2.87724 4.15543
31 H -0.68861 -6.06044 1.82391
32 H 1.97980 -5.13274 4.13529
33 H 0.79381 -6.00503 3.33126
34 H -2.17113 2.59235 -2.93736
35 H -2.14316 4.04365 -1.88898
36 H -0.66847 2.96122 1.16861
37 H -1.24491 4.30771 0.26567
38 H -2.35455 1.98861 -0.45168
39 H 2.26675 4.46780 -2.71473
40 H 2.51146 2.87400 -3.32805
41 H 0.03719 3.06467 -3.66499
42 H -0.12812 4.65826 -2.72166
43 H 1.37375 2.96204 0.23805
44 H 0.99601 4.61764 -0.25732
45 H 1.42522 1.23473 -0.91280
46 H 0.92393 1.00330 -2.67192
47 H -1.10492 0.66443 -2.03325

---

3.
Molecular formula: H4O2
Method: DFT, wB97M-V/def2-TZVPD

Properties
F_max	2.32	eV/Å
SMILES string	O.O
relative energy (zero: lowest compared OMol25 entry of this formula, charge and spin)	17.0	kJ/mol
2S+1	1

Cartesian coordinates (Å):
1 H 0.01676 1.96881 1.01968
2 H -0.12805 0.75149 0.13011
3 H -0.12703 -1.30384 -1.12803
4 H 0.52267 -2.40240 -0.24483
5 O -0.54157 1.55747 0.37398
6 O 0.50603 -1.43423 -0.34609

---

4.
Molecular formula: C20H58O10
Method: DFT, wB97M-V/def2-TZVPD

Properties
F_max	2.58	eV/Å
total charge	-2
relative energy (zero: lowest compared OMol25 entry of this formula, charge and spin)	78.5	kJ/mol
2S+1	1

Cartesian coordinates (Å):
1 C 2.23719 -32.67248 5.45036
2 C 3.52449 -32.00302 5.93335
3 O 3.78631 -30.75374 5.39880
4 H 1.84630 -33.50132 6.05388
5 H 2.61064 -33.04744 4.48871
6 H 1.38155 -32.02780 5.25303
7 H 4.39297 -32.68003 5.76654
8 H 3.70267 -31.91501 7.03280
9 C -0.89355 -30.97130 7.79211
10 C -2.34791 -30.58273 7.44636
11 O -2.45077 -29.51778 6.58898
12 H -0.63456 -31.80961 7.13279
13 H -0.71341 -31.36489 8.80315
14 H -0.24552 -30.11126 7.62347
15 H -2.84191 -30.34917 8.41613
16 H -2.84865 -31.49679 7.05983
17 C -2.09593 -34.97955 7.96346
18 C -0.86966 -34.10131 8.25948
19 O -0.41709 -34.16221 9.61928
20 H -2.74935 -34.94476 8.84171
21 H -1.80816 -36.00537 7.74968
22 H -2.73505 -34.49189 7.22749
23 H -1.10692 -33.05250 8.06979
24 H -0.02749 -34.42483 7.64296
25 H 0.49936 -33.85899 9.49366
26 C 2.95225 -29.01545 10.05151
27 C 3.91519 -29.55712 9.00233
28 O 3.56995 -29.18439 7.68815
29 H 1.97911 -29.50485 10.07679
30 H 2.78553 -27.93461 10.03451
31 H 3.33558 -29.16001 11.07095
32 H 3.76653 -30.64840 9.06915
33 H 4.97280 -29.34827 9.21006
34 H 4.14572 -29.73569 7.11751
35 C 4.41155 -34.10769 9.83582
36 C 3.39653 -34.48338 8.73714
37 O 2.29394 -33.62644 8.84979
38 H 5.35432 -34.65909 9.86898
39 H 3.97542 -34.29096 10.82209
40 H 4.61103 -33.03469 9.81449
41 H 3.11353 -35.51596 8.95689
42 H 3.86630 -34.54438 7.75264
43 H 2.49030 -32.75880 8.46645
44 C 5.82554 -35.78803 4.98140
45 C 5.29949 -37.04124 5.75341
46 O 4.81240 -38.04049 4.88900
47 H 6.77094 -35.41160 5.37532
48 H 5.09012 -34.98648 4.88770
49 H 6.08770 -36.01387 3.94251
50 H 4.61432 -36.66828 6.51724
51 H 6.21650 -37.32993 6.27006
52 H 3.93188 -37.71909 4.60606
53 C 0.37617 -37.04285 5.39354
54 C 1.69664 -36.49555 4.84554
55 O 2.28712 -37.41950 3.92623
56 H 0.51975 -37.93356 6.00439
57 H -0.25783 -37.37837 4.56318
58 H -0.18713 -36.26853 5.91160
59 H 2.41353 -36.45286 5.66910
60 H 1.59507 -35.49467 4.42403
61 H 1.56723 -37.85516 3.46097
62 C 2.87338 -31.54339 0.42715
63 C 3.52494 -31.37431 1.79360
64 O 4.15509 -30.08698 1.79185
65 H 2.07742 -32.29617 0.38200
66 H 3.67882 -31.80529 -0.26148
67 H 2.35769 -30.64395 0.08342
68 H 4.30818 -32.12766 1.88879
69 H 2.79483 -31.57982 2.58199
70 H 3.40685 -29.48908 1.91024
71 C 7.45187 -29.96614 5.71606
72 C 7.05575 -30.95218 4.61344
73 O 6.02078 -30.40133 3.81443
74 H 6.56822 -29.43397 6.06853
75 H 8.13725 -29.19417 5.34815
76 H 7.95939 -30.40836 6.57948
77 H 6.57342 -31.81364 5.08823
78 H 7.93029 -31.24784 4.03405
79 H 5.19368 -30.49871 4.34232
80 C -0.65157 -31.23581 1.76023
81 C -1.44100 -31.51336 3.02824
82 O -0.70237 -31.18282 4.18101
83 H -0.17410 -30.25395 1.82083
84 H -1.45489 -31.24394 1.01841
85 H 0.21086 -31.85948 1.52583
86 H -1.71136 -32.57405 3.11436
87 H -2.33877 -30.89003 2.95759
88 H -1.29788 -31.05864 4.94300